Molecular formula: C2H4N4O
Method: DFT, ωB97M-V with the def2-TZVPD basis set

```
11
Properties=species:S:1:pos:R:3:forces:R:3
N 2.33083 0.11517 0.27783 -0.5 0.5 -0.6
C 0.99220 0.25916 -0.15638 -1.2 -0.5 -0.3
N 0.44084 -0.91228 -0.46779 0.7 -1.2 0.9
N -0.86632 -0.76879 -0.27181 0.2 -0.3 -0.7
C -1.35477 0.42310 -0.08153 2.9 -0.3 0.4
O -2.66416 0.22230 0.43947 1.4 1.4 -0.3
N 0.12066 1.29954 -0.11832 -2.9 -0.9 1.6
H 2.67106 -0.83768 0.13990 -0.4 0.5 -0.1
H 3.05843 0.80432 0.15744 -0.5 0.3 -0.2
H -1.37214 -1.62792 -0.12648 -0.4 0.1 -0.3
H -3.37122 0.86906 0.29993 0.8 0.4 -0.3
```
Forces are in eV/Å.

Electronic energy (eV): -10143.21459
Total charge: 0
Gap between HOMO and LUMO (eV): 8.75
Energy relative to the best compared isomer or geometry (same formula, charge and spin) (kJ/mol): 378.2